Entry 1:
ORCA calculation (ωB97M-V/def2-TZVPD) on a 4-piece molecular cluster, C4H15NO2 overall in a non-equilibrium geometry.

Structure (XYZ):
```
22
Properties=species:S:1:pos:R:3:forces:R:3:lowdin_charge:R:1
C 1.6174 -0.3940 1.2598 -0.937 -0.667 -0.125 -0.117
C 1.1073 0.9083 0.6830 0.340 0.322 -0.331 -0.266
N -0.1346 0.7161 -0.0794 -0.172 0.352 -0.053 -0.314
C -0.8146 2.0260 -0.2689 -0.152 -1.273 0.345 -0.087
C 0.0296 0.1182 -1.4277 -0.256 -0.662 1.182 -0.103
H 2.5219 -0.3123 1.8499 0.247 0.157 -0.048 0.073
H 0.8267 -0.7802 1.9302 0.230 0.133 0.047 0.076
H 1.7073 -1.1702 0.4713 0.510 0.733 0.578 0.019
H 1.8785 1.3755 0.0338 -0.209 -0.121 0.146 0.126
H 0.8864 1.6368 1.4733 0.041 -0.196 -0.088 0.114
H -1.0877 2.4838 0.6801 0.096 -0.055 0.037 0.089
H -1.7300 1.8190 -0.8306 0.173 0.359 -0.028 0.089
H -0.1130 2.6469 -0.8142 -0.093 0.535 -0.282 0.084
H 0.8228 -0.6542 -1.3272 -0.233 0.936 -0.928 0.051
H -0.8915 -0.4470 -1.6098 0.074 0.122 -0.356 0.078
H 0.0710 0.9058 -2.1860 0.724 -0.274 -0.155 0.086
H 1.5126 -3.3209 -0.7137 -0.701 -0.647 0.923 -0.017
H -0.2316 -1.6956 0.2406 2.791 -1.816 -1.666 0.380
O 1.0731 -2.4668 -0.7659 -2.209 2.012 0.605 -0.273
H -1.7078 -0.2709 0.3974 0.271 0.363 0.128 -0.048
H -2.9814 -1.1501 0.4187 -0.047 0.141 0.030 0.036
O -2.6390 -0.2822 0.6623 -0.488 -0.456 0.038 -0.075
```
Positions in Å, forces in eV/Å.

Values from the calculation:
Orbital gap in hartree: 0.2686
Electronic energy in eV: -9970.8150
Energy above the lowest of the compared OMol25 structures with the same formula, charge and spin in kJ/mol: 605.1

Entry 2:
ORCA calculation (ωB97M-V/def2-TZVPD) on a 3-piece molecular cluster, C4H15NO2S overall in a non-equilibrium geometry.

Structure (XYZ):
```
23
Properties=species:S:1:pos:R:3:forces:R:3:lowdin_charge:R:1
C 1.2187 0.2393 0.4014 -1.117 -0.260 0.666 -0.268
C 0.4480 -0.7631 1.2927 -0.190 0.665 0.376 -0.533
S 0.4293 -0.1020 3.0097 0.327 -0.210 0.218 0.697
C 0.7411 0.1862 -1.0299 1.726 -0.957 -1.654 -0.234
N 1.1826 -1.0506 -1.7558 -0.724 -0.459 0.716 -0.110
C 0.1229 -2.0422 -2.0028 -0.190 0.074 -0.199 -0.134
H 1.0046 1.2327 0.8047 0.363 0.040 -0.049 0.076
H 2.2781 -0.0100 0.4681 0.107 0.406 -0.142 0.112
H 0.9226 -1.7382 1.2924 -0.225 -0.190 -0.111 0.060
H -0.5915 -0.7961 0.9711 0.024 -0.301 -0.070 0.069
H -0.6221 -0.7459 3.5557 0.178 -0.083 -0.387 -0.147
H -0.3307 0.2446 -1.2022 0.230 0.130 0.266 0.065
H 1.2366 0.9483 -1.6442 -0.417 0.538 0.531 0.113
H 1.9010 -1.4990 -1.2017 0.146 0.081 -0.109 0.086
H 0.2277 -2.4551 -3.0083 -0.067 0.003 0.026 0.067
H -0.8561 -1.5657 -1.9340 -0.017 0.087 -0.241 0.069
H 0.0504 -2.8883 -1.3120 0.380 0.062 0.200 0.071
H -0.5676 3.1132 2.6121 0.038 -0.061 0.037 0.038
H -1.2051 3.0844 1.2249 -0.104 0.028 0.054 0.029
O -0.9251 2.5147 1.9485 -0.039 0.186 -0.228 -0.094
H -1.6571 0.7948 -0.7369 -0.326 0.544 0.034 -0.021
H -2.4775 2.0959 -1.0487 0.288 -0.048 -0.129 0.038
O -2.5310 1.2021 -0.7047 -0.390 -0.275 0.195 -0.049
```
Positions in Å, forces in eV/Å.

Values from the calculation:
Orbital gap in hartree: 0.3369
SMILES string: CNCCCS.O.O
Electronic energy in eV: -20810.5029
Energy above the lowest of the compared OMol25 structures with the same formula, charge and spin in kJ/mol: 132.3

Entry 3:
ORCA calculation (ωB97M-V/def2-TZVPD) on a 3-piece molecular cluster, C4H15NO3 overall in a non-equilibrium geometry.

Structure (XYZ):
```
23
Properties=species:S:1:pos:R:3:forces:R:3:lowdin_charge:R:1
C 1.1371 -1.9403 0.2569 -0.720 0.516 1.312 -0.138
N 0.7017 -0.5747 -0.2293 -0.282 -0.123 1.029 -0.093
C -0.2635 0.7144 -2.0408 2.289 1.293 -0.934 -0.096
C -0.4881 -0.4651 -1.1741 0.081 0.136 2.336 -0.372
C -1.8781 -0.2017 -0.4464 2.212 -1.324 -0.878 -0.245
O -2.5842 -1.3591 -0.2812 -2.547 -0.879 0.795 -0.037
H 1.0358 -2.0150 1.3749 -1.223 -0.376 -0.799 0.069
H 2.1943 -2.0393 0.3231 1.345 0.317 -1.120 0.032
H 0.7917 -2.8722 -0.2974 -0.140 1.548 0.654 0.091
H 0.7268 0.1769 0.5907 -0.440 -2.334 -2.482 0.150
H 0.3295 0.3893 -2.9385 -0.305 0.697 0.790 0.090
H 0.3269 1.5650 -1.4861 -1.243 -1.600 -1.086 0.120
H -1.2266 1.0470 -2.3709 -0.273 0.665 -0.492 0.053
H -0.5345 -1.4139 -1.7722 -0.059 0.757 0.601 0.147
H -1.6862 0.2591 0.4755 0.655 0.664 1.634 0.072
H -2.5556 0.4517 -0.9158 -0.470 1.018 -1.316 0.099
H -2.0894 -2.1461 -0.3667 1.103 -0.961 -0.068 0.060
H -1.6499 0.2690 2.6301 -0.488 -0.548 -1.231 0.014
H -1.1486 0.7959 3.8203 0.789 0.612 0.169 0.046
O -0.9331 0.8428 2.8759 -0.264 -0.087 1.068 -0.058
H 2.5326 2.9177 1.0209 0.380 0.540 0.398 0.030
H 4.0459 2.9985 0.5141 1.469 1.292 0.724 -0.002
O 3.2157 2.6002 0.4371 -1.868 -1.823 -1.105 -0.032
```
Positions in Å, forces in eV/Å.

Values from the calculation:
Orbital gap in hartree: 0.3201
SMILES string: CN[C@H](C)CO.O.O
Electronic energy in eV: -12021.4924
Energy above the lowest of the compared OMol25 structures with the same formula, charge and spin in kJ/mol: 263.0

Entry 4:
ORCA calculation (ωB97M-V/def2-TZVPD) on a 4-piece molecular cluster, C4H15NO3 overall in a non-equilibrium geometry.

Structure (XYZ):
```
23
Properties=species:S:1:pos:R:3:forces:R:3:lowdin_charge:R:1
C 1.1986 1.5310 -0.3339 -0.804 0.369 -0.927 -0.099
C -0.0001 0.5883 -0.1596 1.257 0.382 0.739 -0.269
C -1.1465 0.8667 -1.0972 -0.766 -0.081 0.177 -0.250
C -2.7652 -0.8425 -1.1162 -0.857 0.116 0.470 -0.058
N -2.3364 0.1975 -0.5480 0.836 -0.431 -0.376 -0.039
H 2.0429 1.2602 0.2687 0.361 -0.211 0.450 0.067
H 1.5091 1.4953 -1.3836 0.143 0.132 0.067 0.054
H 0.9443 2.5754 -0.1465 -0.039 -0.020 0.143 0.077
H -0.3796 0.6704 0.8506 0.022 0.243 0.139 0.069
H 0.4473 -0.4112 -0.1868 -0.677 -0.281 -0.501 0.112
H -0.9067 0.5973 -2.1332 -0.150 -0.086 -0.009 0.110
H -1.4166 1.9257 -1.0432 0.418 0.075 -0.205 0.118
H -2.4694 -1.2662 -2.0791 0.439 0.163 0.029 0.079
H -3.5835 -1.3394 -0.5957 -0.062 -0.177 -0.257 0.064
H 1.4601 -1.0549 2.1734 -0.277 0.154 0.354 -0.009
H 2.1752 -0.6132 3.4733 -0.272 0.032 -0.127 0.028
O 2.2807 -1.1232 2.6668 0.623 -0.194 -0.195 -0.065
H -1.3475 -0.2641 2.2738 0.332 -0.327 -0.458 0.037
H -0.9270 -0.1581 3.6593 0.594 -0.262 0.195 0.058
O -0.5742 -0.4853 2.8177 -1.156 0.505 0.359 -0.063
H 1.6562 0.0282 -3.3850 -0.005 0.088 0.079 0.030
H 2.1895 -0.2813 -1.9739 -0.025 0.043 -0.104 0.005
O 2.1602 -0.6125 -2.8770 0.063 -0.232 -0.040 -0.054
```
Positions in Å, forces in eV/Å.

Values from the calculation:
Orbital gap in hartree: 0.3948
SMILES string: C=NCCC.O.O.O
Electronic energy in eV: -12022.8825
Energy above the lowest of the compared OMol25 structures with the same formula, charge and spin in kJ/mol: 128.9

Entry 5:
ORCA calculation (ωB97M-V/def2-TZVPD) on a 4-piece molecular cluster, C4H15NO3 overall in a non-equilibrium geometry.

Structure (XYZ):
```
23
Properties=species:S:1:pos:R:3:forces:R:3:lowdin_charge:R:1
C 1.8978 -0.2882 -0.6532 -1.000 1.314 -0.198 -0.063
C 0.3890 -0.0392 -0.7126 1.195 -1.370 -1.108 -0.320
C -0.1444 1.1744 -0.7374 -0.127 0.172 0.979 -0.174
N 0.4953 2.4008 -0.3909 0.152 -0.112 -0.637 0.033
C -0.3092 -1.2876 -1.2234 -0.818 0.638 0.989 -0.074
H 2.2398 -1.0653 0.0168 -0.182 -0.120 0.246 0.079
H 2.1777 -0.5364 -1.6785 0.374 -0.015 0.064 0.083
H 2.3252 0.6703 -0.3710 0.743 -0.259 0.030 0.039
H -1.2175 1.3004 -0.8165 -0.065 -0.026 -0.350 0.107
H 0.1682 3.1052 -1.0413 -0.238 0.240 0.256 0.074
H 1.4958 2.3747 -0.5587 -0.029 -0.189 0.196 0.057
H -1.0720 -1.0641 -1.9397 -0.570 0.263 -0.531 0.062
H 0.3531 -1.9188 -1.7712 0.744 -0.499 -0.133 0.069
H -0.7884 -1.8709 -0.4315 0.223 -0.101 0.036 0.076
H -1.6957 -2.0974 2.1139 0.052 0.345 -0.001 0.042
H -2.0798 -1.0006 3.0918 0.011 0.098 -0.018 0.038
O -1.7599 -1.1330 2.1932 -0.117 -0.462 -0.048 -0.057
H -3.4462 -0.7139 -0.0278 -0.241 0.153 -0.099 0.032
H -2.3724 -0.4537 -1.0115 -0.207 0.089 -0.177 -0.038
O -3.3321 -0.3975 -0.9356 0.139 -0.161 0.487 -0.063
H 2.9348 1.1037 1.9686 -0.235 0.013 0.091 0.029
H 1.4499 1.1004 2.4033 0.212 -0.037 -0.139 0.036
O 2.2908 0.6367 2.5133 -0.016 0.027 0.064 -0.063
```
Positions in Å, forces in eV/Å.

Values from the calculation:
Orbital gap in hartree: 0.3240
SMILES string: CC(C)=CN.O.O.O
Electronic energy in eV: -12022.9982
Energy above the lowest of the compared OMol25 structures with the same formula, charge and spin in kJ/mol: 117.7